Molecular formula: C26H31As2CrN2O6PS4
Method: DFT, the ωB97M-V functional and the def2-TZVPD basis

Values from the calculation:
- Energy above the lowest of the compared OMol25 structures with the same formula, charge and spin: 0.0650 eV
- Multiplicity: 3
- Highest occupied orbital energy (spin up / spin down): -1.9 / -1.0 eV
- Charge: -2
- HOMO-LUMO gap (spin up / spin down): 5.9 / 5.0 eV

XYZ file:
```
73
Properties=species:S:1:pos:R:3:forces:R:3
Cr -0.692 -0.269 0.297 0.405 0.261 0.193
S -1.431 1.398 1.968 -0.006 0.030 0.058
C -3.024 0.985 1.528 0.095 -0.054 -0.060
S -3.144 -0.133 0.212 -0.043 -0.046 -0.042
C -4.164 1.460 2.190 -0.132 0.045 0.054
C -4.070 2.338 3.303 0.019 -0.092 -0.066
N -4.024 3.040 4.220 -0.019 0.054 0.036
C -5.477 1.077 1.802 0.119 0.041 0.035
N -6.559 0.785 1.521 -0.071 -0.017 -0.012
C 0.743 4.115 -4.679 0.004 0.026 -0.011
C -0.110 2.910 -4.334 -0.031 0.069 -0.010
O 0.710 1.771 -4.086 -0.055 -0.081 0.001
P 1.072 1.324 -2.560 0.015 -0.024 0.206
S 2.052 -0.362 -2.692 0.038 -0.081 -0.089
S -0.536 1.525 -1.408 -0.079 0.062 -0.177
O 2.047 2.536 -2.086 -0.041 0.060 -0.002
C 3.448 2.521 -2.337 0.075 -0.051 -0.009
C 4.180 2.310 -1.027 0.041 -0.004 -0.041
H 0.110 4.972 -4.923 -0.023 0.007 -0.008
H 1.384 3.902 -5.536 0.002 -0.015 -0.017
H 1.374 4.382 -3.833 0.007 0.002 0.029
H -0.764 2.640 -5.168 0.028 0.021 -0.001
H -0.744 3.113 -3.468 0.020 -0.019 -0.030
H 3.703 3.484 -2.793 -0.006 0.006 0.037
H 3.695 1.725 -3.044 0.003 0.053 0.024
H 3.874 3.058 -0.296 -0.015 0.037 0.021
H 5.261 2.381 -1.173 0.021 -0.009 -0.010
H 3.941 1.325 -0.628 -0.015 -0.023 0.010
C -2.400 -1.845 3.391 -0.006 0.017 0.081
As -1.202 -2.113 1.881 -0.216 -0.094 -0.158
C -0.018 -3.446 2.682 0.013 -0.006 0.131
C -2.241 -3.361 0.775 0.043 0.033 0.030
C -3.236 -4.178 1.303 0.029 -0.031 0.009
C -3.965 -5.027 0.484 -0.003 0.007 -0.001
C -3.691 -5.073 -0.876 -0.002 -0.003 0.010
C -2.697 -4.262 -1.405 0.029 -0.028 -0.007
C -1.969 -3.394 -0.595 0.034 0.075 -0.038
As -0.597 -2.154 -1.322 -0.277 -0.136 0.027
C -1.341 -1.892 -3.104 0.004 -0.015 -0.066
C 0.754 -3.499 -1.711 0.058 -0.042 -0.023
H -2.618 -2.787 3.897 -0.009 0.037 0.014
H -3.318 -1.373 3.044 0.005 -0.012 -0.017
H -1.904 -1.162 4.082 -0.031 -0.034 -0.021
H -0.629 -4.264 3.072 0.069 0.014 0.019
H 0.558 -2.990 3.488 -0.016 -0.002 -0.005
H 0.679 -3.798 1.927 -0.003 -0.003 -0.025
H -3.464 -4.139 2.362 0.000 0.002 -0.008
H -4.755 -5.639 0.903 -0.003 -0.016 0.004
H -4.261 -5.726 -1.526 -0.001 -0.006 -0.001
H -2.501 -4.301 -2.470 -0.004 0.011 0.003
H -1.456 -2.836 -3.639 -0.008 0.037 -0.017
H -0.648 -1.248 -3.644 0.007 0.005 0.002
H -2.301 -1.385 -3.007 0.004 -0.022 0.009
H 0.254 -4.404 -2.063 0.055 0.017 -0.015
H 1.326 -3.688 -0.805 -0.039 0.016 -0.005
H 1.421 -3.102 -2.473 -0.010 -0.011 -0.001
O 2.100 -2.153 0.851 -0.082 0.017 0.146
C 2.109 -0.947 1.113 0.509 0.103 -0.420
O 1.247 -0.070 0.806 -0.397 -0.057 0.222
C 3.322 -0.369 1.834 -0.085 -0.204 0.040
C 4.557 -0.987 1.695 0.028 0.010 0.101
C 5.696 -0.506 2.349 -0.096 0.037 -0.015
C 5.520 0.593 3.153 0.048 -0.039 0.008
O 6.470 1.260 3.904 -0.077 0.037 -0.035
C 5.753 2.275 4.605 0.011 -0.004 0.012
O 4.412 2.288 4.148 0.053 0.002 -0.037
C 4.291 1.205 3.297 -0.018 0.004 0.019
C 3.169 0.762 2.645 0.087 0.037 -0.107
H 4.617 -1.864 1.066 -0.034 -0.017 -0.016
H 6.665 -0.973 2.234 0.017 -0.001 0.000
H 6.216 3.244 4.399 -0.011 -0.020 0.051
H 5.770 2.050 5.679 0.011 0.022 -0.030
H 2.211 1.256 2.719 -0.040 0.002 0.011
```
Positions in Å, forces in eV/Å.